1.
C8H12 in the gas phase in a non-equilibrium geometry, computed with ωB97M-V/def2-TZVPD.

Output
**Orbital gap**: 7.9 eV
**ΔE to the lowest compared entry with this formula, charge and spin**: 389.46 kJ/mol
**HOMO**: -7.860 eV
**SMILES**: C=CC(=C)C(=C)CC
**Electronic energy**: -311.838064 hartree
**E_LUMO**: 0.05 eV

```
! wB97M-V def2-TZVPD RIJCOSX def2/J DEFGRID3
* xyz 0 1
C -1.93 -0.17 1.46
C -1.94 0.20 -0.03
C -0.53 0.37 -0.55
C -0.12 0.69 -1.82
C 0.52 -1.89 -0.10
C 0.59 -0.53 -0.09
C 1.78 0.06 0.50
C 2.15 1.33 0.42
H -1.49 0.63 2.05
H -1.22 -1.00 1.56
H -2.87 -0.56 1.85
H -2.45 1.16 -0.17
H -2.35 -0.52 -0.74
H 0.25 -0.05 -2.53
H -0.30 1.65 -2.34
H 0.98 -2.46 0.70
H 0.31 -2.39 -1.04
H 2.53 -0.61 0.91
H 1.60 2.10 -0.12
H 3.11 1.63 0.81
*
```

Mulliken charges, unit e, in atom order:
1 C -1.083
2 C -0.431
3 C 0.429
4 C -1.080
5 C -0.749
6 C 0.480
7 C -0.236
8 C -0.825
9 H 0.299
10 H 0.259
11 H 0.370
12 H 0.342
13 H 0.266
14 H 0.243
15 H 0.284
16 H 0.346
17 H 0.231
18 H 0.293
19 H 0.293
20 H 0.269

***

2.
2 unconnected molecules or ions with the total composition C5H13BNO4 in a non-equilibrium geometry, computed with ωB97M-V/def2-TZVPD.

Output
**Orbital gap**: 9.4 eV
**ΔE to the lowest compared entry with this formula, charge and spin**: 98.06 kJ/mol
**HOMO**: -13.576 eV
**Electronic energy**: -578.607608 hartree
**E_LUMO**: -4.21 eV

```
! wB97M-V def2-TZVPD RIJCOSX def2/J DEFGRID3
* xyz 1 1
C 1.25 1.56 -0.49
C 1.21 0.17 -1.29
B -0.13 -0.71 -1.10
O 0.05 -2.14 -0.81
C -1.66 -0.21 -1.22
C -2.06 1.30 -0.88
O -2.33 1.35 0.56
C -1.99 0.05 1.03
O -1.51 -0.23 2.16
O -2.32 -0.84 -0.06
H 1.18 2.41 -1.25
H 0.48 1.66 0.34
H 2.30 1.66 -0.03
H 1.43 0.33 -2.40
H 2.09 -0.47 -0.90
H 0.06 -2.23 0.16
H -2.13 -0.58 -2.18
H -1.41 2.15 -1.24
H -3.09 1.40 -1.39
N 1.71 -1.33 2.20
H 0.69 -1.22 2.13
H 2.15 -1.00 1.33
H 2.07 -0.77 2.99
H 1.95 -2.31 2.35
*
```

Mulliken charges, unit e, in atom order:
1 C -0.949
2 C -0.358
3 B -0.047
4 O -0.534
5 C 0.109
6 C -0.462
7 O -0.280
8 C 0.754
9 O -0.595
10 O -0.329
11 H 0.267
12 H 0.294
13 H 0.330
14 H 0.368
15 H 0.163
16 H 0.278
17 H 0.404
18 H 0.272
19 H 0.335
20 N -0.330
21 H 0.195
22 H 0.287
23 H 0.414
24 H 0.415

***

3.
A molecular structure, C7H19NO2STa in a non-equilibrium geometry, computed with ωB97M-V/def2-TZVPD.

Output
**Orbital gap**: 7.4 eV
**ΔE to the lowest compared entry with this formula, charge and spin**: 0.00 kJ/mol
**HOMO**: -4.589 eV
**Electronic energy**: -938.402245 hartree
**E_LUMO**: 2.81 eV

```
! wB97M-V def2-TZVPD RIJCOSX def2/J DEFGRID3
* xyz -1 1
C 3.56 -1.58 1.06
C 2.47 -1.09 0.11
C 2.74 0.31 -0.44
C 1.72 0.82 -1.47
Ta -0.46 0.54 -1.21
C -0.65 0.98 1.01
C -1.71 1.86 1.55
N -2.23 1.67 2.70
S -3.01 -0.13 -1.09
C -3.24 -1.63 -0.09
O -3.75 0.88 -0.32
O -3.55 -0.50 -2.40
H 3.14 -1.97 1.99
H 4.24 -0.77 1.34
H 4.17 -2.38 0.62
H 2.37 -1.77 -0.75
H 1.50 -1.10 0.60
H 3.75 0.31 -0.88
H 2.79 1.01 0.40
H 1.76 1.93 -1.50
H 2.00 0.48 -2.47
H -0.43 -1.31 -1.11
H -0.78 0.50 -3.02
H -1.17 2.22 -1.45
H -0.71 0.03 1.55
H 0.34 1.42 1.23
H -2.05 2.67 0.90
H -2.97 2.35 2.86
H -2.26 -2.04 0.17
H -3.79 -2.34 -0.71
H -3.80 -1.36 0.80
*
```

Mulliken charges, unit e, in atom order:
1 C -1.258
2 C 0.185
3 C -0.536
4 C -1.287
5 Ta 0.610
6 C -1.058
7 C 0.009
8 N -0.724
9 S 0.836
10 C -0.949
11 O -0.622
12 O -0.685
13 H 0.364
14 H 0.330
15 H 0.266
16 H 0.330
17 H -0.073
18 H 0.384
19 H 0.279
20 H 0.389
21 H 0.472
22 H -0.234
23 H -0.058
24 H -0.143
25 H 0.403
26 H 0.296
27 H 0.320
28 H 0.269
29 H 0.253
30 H 0.345
31 H 0.287

***

4.
11 unconnected molecules or ions with the total composition C84H185N11O11 in a non-equilibrium geometry, computed with ωB97M-V/def2-TZVPD.

Output
**Orbital gap**: 8.5 eV
**ΔE to the lowest compared entry with this formula, charge and spin**: 0.00 kJ/mol
**HOMO**: -8.029 eV
**SMILES**: CC1(C)CCCC(C)(C)N1O.CC1(C)CCCC(C)(C)N1O.CC1(C)CCCC(C)(C)N1O.CC1(C)CCCC(C)(C)N1O.CC1(C)CCCC(C)(C)N1O.CC1(C)CCCC(C)(C)N1O.CC1(C)CCCC(C)(C)N1O.CC1(C)CCCC(C)(C)N1O.COC[C@H](C)N.COC[C@H](C)N.COC[C@H](C)N
**Electronic energy**: -4741.081360 hartree
**E_LUMO**: 0.45 eV

```
! wB97M-V def2-TZVPD RIJCOSX def2/J DEFGRID3
* xyz 0 1
C -25.21 0.30 -2.58
C -26.42 -0.40 -3.25
C -26.19 -1.93 -3.19
C -27.51 -2.76 -3.42
C -28.59 -2.33 -2.44
C -28.87 -0.80 -2.50
N -27.56 -0.18 -2.31
O -27.69 1.23 -2.23
C -29.70 -0.42 -3.79
C -29.76 -0.43 -1.36
C -26.55 0.23 -4.58
H -25.27 0.27 -1.51
H -25.19 1.38 -2.77
H -24.33 -0.22 -2.91
H -25.39 -2.23 -3.87
H -25.82 -2.10 -2.16
H -27.37 -3.81 -3.14
H -27.91 -2.67 -4.42
H -28.19 -2.58 -1.44
H -29.55 -2.82 -2.49
H -30.69 -0.81 -3.57
H -29.76 0.65 -4.01
H -29.30 -0.91 -4.70
H -30.53 -1.17 -1.15
H -29.08 -0.42 -0.49
H -30.25 0.54 -1.48
H -27.18 -0.33 -5.27
H -25.63 0.37 -5.15
H -27.02 1.21 -4.39
H -27.31 1.45 -1.39
C -37.62 10.70 -8.56
C -36.29 10.84 -7.78
C -36.12 9.75 -6.65
C -35.69 8.35 -7.29
C -34.45 8.57 -8.18
C -34.66 9.62 -9.31
N -35.00 10.83 -8.55
O -34.97 11.95 -9.50
C -33.32 9.90 -10.02
C -35.63 9.15 -10.45
C -36.39 12.23 -7.03
H -37.54 11.38 -9.41
H -38.38 11.17 -7.91
H -37.90 9.67 -8.75
H -35.28 10.15 -6.06
H -37.01 9.67 -6.06
H -36.45 8.02 -7.97
H -35.42 7.62 -6.54
H -34.17 7.67 -8.72
H -33.60 8.90 -7.56
H -32.70 10.44 -9.30
H -32.84 8.96 -10.30
H -33.49 10.58 -10.85
H -35.91 9.99 -11.06
H -35.12 8.52 -11.19
H -36.50 8.56 -10.20
H -36.75 12.97 -7.74
H -35.41 12.58 -6.74
H -37.07 12.24 -6.21
H -35.63 11.79 -10.19
C -25.33 15.04 -2.29
C -26.25 14.24 -3.22
C -25.40 13.37 -4.23
C -26.30 12.40 -4.97
C -26.94 11.44 -4.01
C -27.76 12.19 -2.94
N -26.92 13.25 -2.38
O -27.72 13.98 -1.45
C -29.12 12.59 -3.46
C -28.08 11.26 -1.76
C -27.18 15.27 -3.90
H -24.46 15.37 -2.86
H -25.04 14.39 -1.44
H -25.84 15.92 -1.88
H -24.99 14.13 -4.88
H -24.64 12.90 -3.60
H -25.61 11.87 -5.63
H -27.03 12.89 -5.60
H -26.16 10.80 -3.60
H -27.56 10.70 -4.57
H -29.71 11.68 -3.55
H -29.56 13.28 -2.72
H -29.08 13.04 -4.46
H -27.25 11.14 -1.08
H -28.88 11.58 -1.10
H -28.37 10.33 -2.23
H -27.70 15.90 -3.17
H -27.90 14.91 -4.64
H -26.48 15.90 -4.48
H -27.61 13.65 -0.56
C -32.96 13.83 -4.43
C -32.30 14.36 -5.71
C -31.27 15.46 -5.35
C -30.45 15.82 -6.51
C -29.76 14.61 -7.08
C -30.74 13.50 -7.52
N -31.49 13.28 -6.28
O -32.31 12.09 -6.41
C -31.56 13.92 -8.78
C -30.01 12.22 -7.90
C -33.47 14.89 -6.56
H -33.16 14.64 -3.69
H -32.46 13.00 -3.93
H -33.95 13.50 -4.66
H -31.78 16.26 -4.84
H -30.73 15.05 -4.49
H -29.71 16.59 -6.27
H -31.09 16.33 -7.22
H -29.07 14.19 -6.34
H -29.19 14.81 -7.99
H -30.86 13.99 -9.61
H -32.36 13.19 -8.98
H -31.95 14.93 -8.65
H -30.63 11.56 -8.49
H -29.12 12.49 -8.48
H -29.78 11.65 -6.99
H -33.92 14.18 -7.25
H -33.20 15.70 -7.21
H -34.24 15.18 -5.85
H -33.06 12.25 -6.99
C -36.88 8.27 -2.76
C -35.82 8.73 -1.76
C -35.88 10.18 -1.35
C -37.10 10.45 -0.48
C -37.00 9.65 0.80
C -36.83 8.08 0.48
N -35.75 7.93 -0.50
O -35.70 6.61 -0.86
C -36.26 7.40 1.74
C -38.12 7.41 0.11
C -34.46 8.43 -2.45
H -36.90 7.20 -2.95
H -36.61 8.86 -3.64
H -37.88 8.65 -2.57
H -34.90 10.36 -0.97
H -35.94 10.74 -2.29
H -38.04 10.26 -0.98
H -37.07 11.46 -0.09
H -37.73 9.80 1.60
H -36.05 9.92 1.24
H -35.23 7.68 1.98
H -36.90 7.48 2.59
H -36.16 6.33 1.51
H -38.61 7.16 1.02
H -38.77 8.12 -0.43
H -37.96 6.49 -0.44
H -34.49 7.53 -3.09
H -33.62 8.19 -1.77
H -34.13 9.29 -3.01
H -34.75 6.34 -0.77
C -23.25 6.79 -7.73
C -23.44 5.66 -6.77
C -22.25 4.72 -6.95
C -22.17 3.65 -5.91
C -22.11 4.32 -4.57
C -23.33 5.22 -4.28
N -23.41 6.18 -5.42
O -24.57 6.98 -5.24
C -24.58 4.40 -3.97
C -23.00 6.12 -3.07
C -24.73 4.97 -7.18
H -24.00 7.55 -7.69
H -23.24 6.38 -8.74
H -22.30 7.23 -7.54
H -22.27 4.33 -7.97
H -21.36 5.31 -7.02
H -21.26 3.08 -6.11
H -23.01 2.95 -6.03
H -21.18 4.92 -4.50
H -22.00 3.64 -3.71
H -24.33 3.66 -3.19
H -25.40 5.04 -3.66
H -24.95 3.72 -4.73
H -22.14 6.72 -3.35
H -23.85 6.77 -2.93
H -22.77 5.58 -2.14
H -24.98 4.04 -6.69
H -24.73 4.70 -8.27
H -25.53 5.68 -7.01
H -24.34 7.89 -5.25
C -29.90 7.47 -11.32
C -29.47 7.16 -9.88
C -28.53 5.88 -9.72
C -27.08 6.04 -10.06
C -26.52 7.22 -9.32
C -27.31 8.52 -9.52
N -28.71 8.18 -9.16
O -29.49 9.34 -9.26
C -26.81 9.54 -8.52
C -27.03 9.07 -10.92
C -30.76 6.85 -9.05
H -30.02 6.50 -11.80
H -29.19 8.12 -11.83
H -30.81 8.06 -11.37
H -28.56 5.50 -8.69
H -28.83 5.05 -10.37
H -26.95 6.04 -11.16
H -26.50 5.16 -9.81
H -25.47 7.46 -9.53
H -26.71 6.98 -8.29
H -25.71 9.52 -8.56
H -27.24 10.52 -8.57
H -27.11 9.13 -7.54
H -26.94 8.23 -11.63
H -27.68 9.86 -11.31
H -26.09 9.64 -10.87
H -31.35 7.74 -8.91
H -30.50 6.54 -8.04
H -31.34 6.09 -9.58
H -29.67 9.63 -8.37
C -30.78 8.54 -3.33
C -30.55 7.88 -4.70
C -29.26 8.21 -5.36
C -28.05 7.50 -4.79
C -28.33 6.01 -5.05
C -29.55 5.50 -4.30
N -30.63 6.42 -4.73
O -31.85 6.08 -4.10
C -29.96 4.11 -4.85
C -29.35 5.44 -2.75
C -31.69 8.36 -5.56
H -31.75 8.23 -2.98
H -30.81 9.63 -3.52
H -30.07 8.26 -2.52
H -29.29 7.98 -6.46
H -29.11 9.32 -5.36
H -27.90 7.75 -3.74
H -27.16 7.89 -5.30
H -27.52 5.32 -4.83
H -28.56 5.85 -6.13
H -30.82 3.76 -4.29
H -30.30 4.21 -5.88
H -29.20 3.36 -4.69
H -28.59 4.66 -2.57
H -29.03 6.36 -2.29
H -30.26 5.20 -2.22
H -32.60 8.28 -4.98
H -31.81 7.75 -6.46
H -31.53 9.37 -5.95
H -32.43 5.80 -4.84
C -32.22 3.00 -0.77
C -32.64 4.26 -0.13
C -31.54 4.95 0.71
O -31.18 4.17 1.83
C -30.10 4.81 2.52
N -33.16 5.27 -1.05
H -31.63 3.15 -1.68
H -33.04 2.35 -1.08
H -31.67 2.48 0.03
H -33.42 4.08 0.63
H -31.93 5.91 1.10
H -30.64 5.17 0.15
H -30.38 5.83 2.80
H -29.20 4.90 1.94
H -29.89 4.21 3.41
H -33.90 4.78 -1.57
H -32.49 5.54 -1.75
C -35.09 3.02 -7.37
C -33.84 3.67 -6.73
C -32.93 4.33 -7.79
O -32.72 3.42 -8.88
C -31.59 2.64 -8.60
N -34.09 4.75 -5.78
H -34.71 2.38 -8.20
H -35.63 3.84 -7.88
H -35.79 2.50 -6.69
H -33.37 2.89 -6.13
H -32.04 4.77 -7.39
H -33.55 5.16 -8.16
H -31.70 2.03 -7.71
H -30.71 3.27 -8.58
H -31.41 1.89 -9.35
H -34.66 5.40 -6.31
H -34.54 4.57 -4.90
C -32.59 8.37 2.31
C -31.60 9.43 1.89
C -32.14 10.20 0.69
O -31.21 11.15 0.16
C -31.74 11.74 -1.02
N -31.24 10.40 2.92
H -32.95 7.82 1.44
H -33.47 8.72 2.86
H -32.11 7.65 2.97
H -30.69 8.90 1.58
H -33.08 10.66 0.98
H -32.40 9.52 -0.13
H -30.95 12.33 -1.49
H -32.58 12.35 -0.75
H -32.12 11.01 -1.76
H -31.98 11.07 3.10
H -30.45 10.91 2.56
*
```

Mulliken atomic charge list, values in e, 99 entries:
1 C -2.354
2 C 2.105
3 C -1.373
4 C -0.659
5 C -1.521
6 C 1.962
7 N -0.130
8 O -0.123
9 C -1.340
10 C -2.137
11 C -1.496
12 H 0.478
13 H 0.511
14 H 0.524
15 H 0.417
16 H 0.417
17 H 0.414
18 H 0.350
19 H 0.376
20 H 0.432
21 H 0.474
22 H 0.049
23 H 0.308
24 H 0.437
25 H 0.489
26 H 0.327
27 H 0.319
28 H 0.411
29 H 0.192
30 H 0.252
31 C -1.787
32 C 1.266
33 C -1.454
34 C -0.740
35 C -0.432
36 C 1.159
37 N 1.416
38 O -0.587
39 C -1.352
40 C -1.583
41 C -1.470
42 H 0.343
43 H 0.543
44 H 0.304
45 H 0.104
46 H 0.737
47 H 0.500
48 H 0.016
49 H 0.475
50 H -0.561
51 H -0.324
52 H 0.399
53 H 0.520
54 H 0.326
55 H 0.441
56 H 0.314
57 H 0.443
58 H -0.188
59 H 0.533
60 H 0.289
61 C -1.943
62 C 1.802
63 C -1.860
64 C -0.032
65 C -0.551
66 C 2.482
67 N 0.138
68 O -0.525
69 C 0.299
70 C -2.638
71 C -2.002
72 H 0.431
73 H 0.397
74 H 0.378
75 H 0.544
76 H 0.348
77 H 0.314
78 H 0.010
79 H 0.463
80 H -0.598
81 H 0.006
82 H 0.631
83 H -1.087
84 H 0.489
85 H 0.730
86 H 0.140
87 H 0.394
88 H 0.527
89 H 0.463
90 H 0.351
91 C -1.992
92 C 1.890
93 C -1.306
94 C -1.067
95 C -0.175
96 C 1.745
97 N -0.163
98 O 1.558
99 C -1.756

***

5.
3 unconnected molecules or ions with the total composition C23H43N2O6 in a non-equilibrium geometry, computed with ωB97M-V/def2-TZVPD.

Output
**Orbital gap**: 6.3 eV
**ΔE to the lowest compared entry with this formula, charge and spin**: 287.53 kJ/mol
**HOMO**: -11.122 eV
**Electronic energy**: -1462.432983 hartree
**E_LUMO**: -4.85 eV

```
! wB97M-V def2-TZVPD RIJCOSX def2/J DEFGRID3
* xyz 1 1
C 4.05 -4.70 -0.16
C 4.09 -3.64 -0.95
C 4.05 -2.22 -1.74
C 2.53 -1.62 -1.55
C 2.37 -0.13 -0.98
C 0.84 0.33 -0.84
C -0.27 -0.75 -1.26
N 0.21 -2.04 -1.73
C -0.90 -3.03 -2.08
C -1.97 -2.43 -3.13
C -1.65 -3.33 -0.64
C -1.83 -4.94 -0.40
N 1.45 -2.50 -1.91
H 4.43 -5.66 0.36
H 4.15 -2.42 -2.88
H 4.84 -1.47 -1.37
H 3.25 0.54 -0.69
H 0.57 1.38 -0.44
H -1.38 -0.46 -1.14
H -0.44 -3.97 -2.54
H -1.53 -2.23 -4.19
H -2.57 -1.52 -2.73
H -2.77 -3.27 -3.29
H -2.66 -2.77 -0.71
H -0.99 -2.95 0.24
H -1.71 -5.55 -1.38
H -0.98 -5.25 0.32
H -2.86 -5.08 0.09
C -5.80 3.48 -4.93
O -6.15 2.67 -3.82
C -5.99 1.28 -4.11
C -5.92 0.48 -2.81
O -4.62 0.53 -2.19
C -4.28 1.77 -1.57
C -5.03 2.01 -0.26
O -6.35 2.48 -0.52
C -7.23 2.24 0.56
H -6.45 3.27 -5.79
H -5.92 4.53 -4.64
H -4.75 3.32 -5.21
H -5.08 1.11 -4.69
H -6.86 0.96 -4.69
H -6.08 -0.57 -3.05
H -6.70 0.77 -2.11
H -4.39 2.61 -2.26
H -3.21 1.69 -1.33
H -4.52 2.79 0.32
H -5.06 1.09 0.32
H -7.31 1.17 0.75
H -8.22 2.61 0.28
H -6.89 2.76 1.46
C 7.37 1.48 6.11
O 6.16 1.43 5.38
C 5.67 2.73 5.06
C 4.67 2.66 3.91
O 5.29 2.54 2.63
C 5.87 1.27 2.33
C 4.84 0.18 2.05
O 4.30 -0.32 3.27
C 3.03 -0.92 3.08
H 7.23 2.00 7.06
H 7.69 0.45 6.30
H 8.15 1.98 5.52
H 6.50 3.39 4.77
H 5.18 3.14 5.95
H 4.12 3.61 3.88
H 3.93 1.87 4.07
H 6.58 0.97 3.11
H 6.46 1.43 1.42
H 5.32 -0.65 1.53
H 4.05 0.60 1.42
H 2.31 -0.18 2.70
H 2.68 -1.27 4.05
H 3.11 -1.77 2.40
*
```

Mulliken charges, unit e, in atom order:
1 C -0.370
2 C -0.211
3 C -0.229
4 C 0.152
5 C -0.262
6 C -0.585
7 C 0.234
8 N 0.917
9 C -0.288
10 C -0.947
11 C -0.274
12 C -1.003
13 N -0.994
14 H 0.351
15 H 0.327
16 H 0.324
17 H 0.391
18 H 0.376
19 H 0.382
20 H 0.470
21 H 0.329
22 H 0.158
23 H 0.362
24 H 0.260
25 H 0.269
26 H 0.293
27 H 0.285
28 H 0.304
29 C -0.770
30 O -0.259
31 C -0.603
32 C -0.434
33 O -0.325
34 C -0.331
35 C -0.657
36 O -0.258
37 C -0.780
38 H 0.317
39 H 0.239
40 H 0.324
41 H 0.325
42 H 0.449
43 H 0.401
44 H 0.174
45 H 0.221
46 H 0.298
47 H 0.437
48 H 0.344
49 H 0.332
50 H 0.240
51 H 0.320
52 C -0.776
53 O -0.251
54 C -0.596
55 C -0.348
56 O -0.488
57 C -0.584
58 C -0.265
59 O -0.322
60 C -0.651
61 H 0.317
62 H 0.236
63 H 0.327
64 H 0.358
65 H 0.440
66 H 0.400
67 H 0.144
68 H 0.190
69 H 0.441
70 H 0.549
71 H 0.064
72 H 0.265
73 H 0.278
74 H 0.248

***

What is the HOMO in the fourth record?
-8.029 eV

***

Which value of orbital gap does entry 1 give?
7.9 eV

***

The highest HOMO belongs to which entry?
C7H19NO2STa

***

The lowest orbital gap belongs to which entry?
C23H43N2O6